{
  "formula": "C37H53IrN4O2P2",
  "method": "the ωB97M-V functional and the def2-TZVPD basis",
  "species": ["C", "C", "C", "C", "C", "H", "H", "H", "N", "P", "P", "C", "H", "H", "C", "O", "C", "H", "C", "C", "C", "C", "C", "H", "H", "H", "C", "H", "H", "H", "C", "H", "H", "H", "C", "H", "H", "H", "C", "H", "H", "H", "C", "H", "H", "H", "C", "H", "H", "H", "C", "H", "H", "H", "C", "H", "H", "H", "C", "H", "H", "H", "C", "H", "H", "H", "C", "H", "H", "H", "Ir", "N", "C", "C", "C", "C", "C", "H", "C", "H", "C", "H", "H", "H", "N", "C", "O", "C", "C", "C", "C", "N", "C", "H", "H", "H", "H", "H", "H"],
  "positions_angstrom": [[0.9902, 2.3561, -1.2415], [-1.0704, 2.2175, -0.1253], [0.8093, 3.7266, -1.4383], [-1.3359, 3.5650, -0.3507], [-0.3673, 4.3308, -1.0061], [1.5960, 4.2800, -1.9437], [-2.2880, 3.9834, -0.0205], [-0.5493, 5.3889, -1.1861], [0.1089, 1.6848, -0.4831], [1.6954, -0.2495, -1.9975], [-1.2720, 0.0791, 1.7083], [2.1240, 1.5681, -1.8712], [2.3494, 1.9785, -2.8676], [3.0487, 1.6867, -1.2804], [0.4907, -2.3132, -0.0232], [0.5208, -3.4780, -0.0615], [-2.0687, 1.2161, 0.4010], [-2.9640, 1.7106, 0.7788], [-2.7273, -1.0873, 2.1554], [-0.9619, 1.2012, 3.2009], [0.7817, -0.3364, -3.6777], [3.3819, -1.1223, -2.1220], [-2.5189, -2.4100, 1.4071], [-1.5638, -2.8766, 1.6790], [-3.3268, -3.0994, 1.6961], [-2.5448, -2.2761, 0.3206], [-2.7276, -1.4310, 3.6540], [-1.7683, -1.8589, 3.9742], [-2.9801, -0.5749, 4.2888], [-3.5032, -2.1953, 3.8181], [-4.1054, -0.5191, 1.7654], [-4.8670, -1.2427, 2.0955], [-4.3464, 0.4347, 2.2485], [-4.2188, -0.4027, 0.6811], [-0.1875, 0.3465, 4.2344], [0.3261, -0.5057, 3.7692], [0.5893, 0.9647, 4.7052], [-0.8437, -0.0338, 5.0261], [-0.0796, 2.3995, 2.8201], [0.8685, 2.0858, 2.3631], [-0.5977, 3.0943, 2.1477], [0.1535, 2.9425, 3.7516], [-2.2994, 1.7534, 3.7558], [-3.1837, 1.4930, 3.1654], [-2.4581, 1.4192, 4.7903], [-2.2595, 2.8523, 3.7790], [3.1773, -2.6175, -2.4189], [4.1231, -3.1351, -2.2003], [2.4021, -3.0711, -1.7855], [2.9409, -2.8080, -3.4725], [4.1237, -1.0225, -0.7837], [4.3821, 0.0132, -0.5333], [3.5488, -1.4620, 0.0374], [5.0627, -1.5911, -0.8682], [4.2905, -0.4809, -3.1860], [5.3326, -0.7141, -2.9212], [4.1227, -0.8896, -4.1896], [4.2085, 0.6127, -3.2191], [-0.4873, 0.5296, -3.6581], [-0.8362, 0.6736, -4.6958], [-1.2882, 0.0069, -3.1233], [-0.3302, 1.5108, -3.1937], [0.3281, -1.7850, -3.9135], [-0.3098, -2.1281, -3.0860], [-0.2652, -1.8117, -4.8396], [1.1568, -2.4905, -4.0316], [1.6468, 0.1692, -4.8429], [1.9898, 1.1996, -4.6848], [2.5083, -0.4698, -5.0554], [1.0164, 0.1734, -5.7451], [0.3174, -0.4952, -0.0705], [-1.4311, -0.6322, -1.0607], [-2.3254, 0.2525, -0.7729], [-3.5555, 0.3953, -1.6037], [-3.9640, -0.7158, -2.3659], [-4.3059, 1.5864, -1.6408], [-5.1836, -0.6826, -3.0467], [-3.3176, -1.6000, -2.3802], [-5.5074, 1.6246, -2.3510], [-3.9419, 2.4761, -1.1199], [-5.9605, 0.4858, -3.0313], [-5.5248, -1.5705, -3.5821], [-6.0936, 2.5463, -2.3631], [-6.9158, 0.5104, -3.5567], [4.4513, -2.6840, 4.8291], [3.3383, -2.6313, 4.0448], [2.4954, -3.5293, 4.0379], [3.2051, -1.3909, 3.2135], [4.0466, -0.2695, 3.2764], [3.7747, 0.8119, 2.4403], [2.7101, 0.7384, 1.5401], [1.9191, -0.3492, 1.4599], [2.1201, -1.3686, 2.3231], [4.6069, -3.5354, 5.3442], [5.1906, -2.0032, 4.7893], [4.8858, -0.2209, 3.9705], [4.3656, 1.7274, 2.4489], [2.4968, 1.5571, 0.8497], [1.4099, -2.1918, 2.3045]],
  "atomic_forces_ev_per_a": [[2.652, -0.306, -1.639], [-0.102, -1.099, 0.098], [-1.111, 1.637, 0.076], [-1.117, -0.099, 0.414], [1.463, 1.679, -1.095], [-0.225, 0.108, 0.028], [0.322, -0.029, -0.069], [0.172, -0.302, 0.086], [-1.494, -3.866, 2.670], [0.827, 0.641, -1.247], [-1.450, 0.719, 0.126], [-0.678, 0.310, 0.234], [0.003, -0.191, 0.296], [-0.140, -0.129, -0.104], [-0.333, -5.736, 0.121], [0.097, 3.971, 0.141], [0.511, -0.152, -0.265], [-0.070, -0.190, -0.141], [0.072, -0.322, -0.077], [0.340, -0.173, -0.224], [-0.227, -0.285, 0.160], [-0.089, -0.226, 0.075], [0.025, -0.132, -0.178], [-0.219, 0.001, 0.018], [0.281, 0.169, -0.141], [-0.051, -0.130, 0.193], [0.056, 0.057, 0.211], [-0.285, 0.069, -0.033], [0.097, -0.298, -0.156], [0.259, 0.222, -0.074], [-0.144, 0.054, 0.020], [0.253, 0.188, -0.091], [-0.006, -0.302, -0.126], [-0.009, -0.076, 0.264], [0.150, -0.056, 0.262], [-0.135, 0.131, 0.250], [-0.220, -0.167, -0.035], [0.272, 0.049, -0.273], [0.205, -0.072, -0.092], [-0.277, 0.185, 0.150], [0.131, -0.057, 0.114], [-0.098, -0.117, -0.384], [-0.096, 0.355, 0.148], [0.283, 0.046, 0.259], [-0.031, 0.091, -0.372], [-0.001, -0.312, 0.011], [0.063, -0.164, -0.091], [-0.279, 0.098, -0.098], [0.217, 0.035, -0.199], [0.092, 0.043, 0.356], [-0.107, 0.081, 0.282], [0.005, -0.176, 0.011], [0.158, 0.024, -0.113], [-0.306, 0.232, -0.014], [0.181, 0.034, -0.228], [-0.293, 0.057, -0.088], [0.061, 0.200, 0.378], [0.078, -0.238, -0.063], [-0.207, 0.008, 0.142], [0.219, 0.011, 0.429], [0.174, 0.252, -0.163], [-0.117, -0.047, -0.214], [0.061, -0.148, -0.105], [0.084, -0.012, -0.203], [0.108, -0.031, 0.270], [-0.319, 0.234, -0.030], [0.235, -0.102, -0.087], [-0.029, -0.242, -0.157], [-0.302, 0.206, 0.050], [0.182, -0.014, 0.289], [1.130, 2.183, -0.007], [2.336, -0.969, 1.099], [-4.686, 2.568, -1.177], [3.163, 0.389, 1.903], [-1.792, -1.612, -1.911], [-2.031, 1.314, -0.537], [1.824, -1.038, 0.649], [-0.416, 0.248, -0.082], [1.853, 1.416, 1.770], [-0.258, -0.316, -0.254], [-0.995, -0.698, -0.735], [0.092, 0.340, 0.115], [0.183, -0.321, -0.054], [0.282, 0.006, 0.107], [-0.595, 0.104, -0.582], [0.202, -1.457, 1.217], [0.705, 1.470, -0.462], [-0.677, 0.573, -0.676], [-0.391, -0.168, -0.237], [-0.421, 0.140, -0.353], [0.426, -0.240, 0.230], [-0.453, 0.335, -0.336], [0.598, 0.358, -0.094], [0.034, -0.023, 0.098], [-0.043, -0.218, 0.068], [-0.243, 0.052, -0.235], [-0.052, -0.319, 0.119], [0.080, -0.302, 0.301], [0.327, -0.013, 0.091]],
  "lowdin_spin": [0.439, 0.265, 0.241, 0.345, 0.255, 0.004, 0.010, 0.009, 0.244, 0.013, 0.040, 0.062, 0.008, 0.025, 0.009, 0.004, 0.095, 0.003, 0.005, 0.004, 0.008, -0.001, 0.003, 0.000, 0.000, 0.002, 0.001, 0.000, 0.000, 0.000, 0.013, 0.000, 0.001, 0.007, 0.004, 0.001, 0.000, 0.000, 0.015, 0.001, 0.007, 0.001, 0.002, 0.001, 0.000, 0.000, 0.000, 0.000, 0.000, 0.000, 0.001, 0.001, 0.000, 0.000, 0.000, 0.000, 0.000, 0.000, 0.025, 0.002, 0.011, 0.004, 0.003, 0.001, 0.000, 0.000, 0.004, 0.000, 0.000, 0.000, 0.163, 1.016, 0.363, 0.328, 0.192, 0.128, 0.047, 0.011, 0.127, 0.006, 0.374, -0.002, 0.001, 0.015, 0.000, 0.000, 0.000, 0.001, 0.000, 0.001, 0.003, 0.024, 0.002, 0.000, 0.000, 0.000, 0.000, 0.001, 0.000],
  "multiplicity": 6,
  "orbital_gap_ev": [5.41, 4.95],
  "max_force_ev_per_a": 5.75,
  "charge": 3
}

***

{
  "formula": "C37H53N9OP",
  "method": "the ωB97M-V functional and the def2-TZVPD basis",
  "species": ["C", "C", "O", "C", "N", "P", "C", "C", "H", "H", "H", "H", "H", "H", "H", "H", "H", "H", "H", "H", "H", "N", "C", "C", "C", "C", "H", "H", "H", "H", "H", "N", "C", "C", "C", "C", "H", "H", "H", "H", "H", "N", "C", "C", "C", "C", "H", "H", "H", "H", "H", "N", "C", "C", "C", "C", "H", "H", "H", "H", "H", "N", "C", "C", "C", "C", "H", "H", "H", "H", "H", "N", "C", "C", "C", "C", "H", "H", "H", "H", "H", "N", "C", "C", "C", "C", "H", "H", "H", "H", "H", "N", "C", "C", "C", "C", "H", "H", "H", "H", "H"],
  "positions_angstrom": [[1.8346, 0.1775, -0.4081], [0.7869, 0.9232, -1.2212], [1.1326, 2.3186, -1.2641], [-0.6506, 0.6999, -0.7656], [-1.5280, 0.9060, -1.8854], [-3.0972, 1.2658, -1.7124], [-3.8289, -0.0217, -0.5532], [-3.3772, 2.6667, -0.4898], [1.8571, 0.5591, 0.6197], [2.8247, 0.3280, -0.8445], [1.6257, -0.8912, -0.3574], [0.8236, 0.6169, -2.2655], [1.1676, 2.6307, -0.3464], [-0.8300, 1.3954, 0.0822], [-0.7272, -0.3117, -0.3284], [-3.7800, -1.0128, -1.0132], [-4.8861, 0.2234, -0.3993], [-3.3436, -0.0660, 0.4301], [-2.5650, 2.7710, 0.2347], [-4.3085, 2.5116, 0.0584], [-3.4595, 3.6027, -1.0450], [4.4779, -0.5466, 2.1892], [4.6034, -1.5267, 1.2447], [4.4612, -2.7343, 1.8712], [4.2489, -2.4699, 3.2534], [4.2574, -1.1109, 3.4187], [4.5150, 0.4335, 1.9814], [4.7610, -1.2795, 0.2093], [4.4935, -3.6983, 1.3918], [4.0895, -3.1936, 4.0355], [4.1092, -0.5124, 4.3020], [-5.8924, -1.9800, 1.4573], [-5.6650, -3.0204, 0.6069], [-6.8123, -3.7649, 0.5302], [-7.7728, -3.1412, 1.3757], [-7.1728, -2.0407, 1.9305], [-5.2192, -1.2638, 1.6681], [-4.7106, -3.1319, 0.1210], [-6.9510, -4.6474, -0.0715], [-8.7883, -3.4574, 1.5478], [-7.5502, -1.2988, 2.6130], [4.4140, 2.4754, 4.6626], [4.9978, 2.4694, 5.9002], [4.2134, 3.2216, 6.7332], [3.1141, 3.6982, 5.9656], [3.2671, 3.2208, 4.6920], [4.7814, 2.0070, 3.8565], [5.9131, 1.9324, 6.0814], [4.4029, 3.4058, 7.7778], [2.3023, 4.3163, 6.3103], [2.6573, 3.3425, 3.8133], [-2.5990, -0.3696, -4.6871], [-2.9944, 0.2151, -5.8478], [-2.6340, -0.6065, -6.8901], [-1.9884, -1.7367, -6.3142], [-1.9872, -1.5502, -4.9491], [-2.7341, 0.0319, -3.7570], [-3.4917, 1.1698, -5.8361], [-2.8072, -0.4175, -7.9372], [-1.5474, -2.5735, -6.8361], [-1.5917, -2.1552, -4.1513], [-4.0419, -4.1137, -7.5080], [-3.6746, -4.9888, -8.4881], [-4.7754, -5.7349, -8.8252], [-5.8501, -5.2865, -8.0091], [-5.3606, -4.2857, -7.2086], [-3.4317, -3.4395, -7.0692], [-2.6664, -5.0082, -8.8657], [-4.8064, -6.5118, -9.5713], [-6.8630, -5.6539, -8.0097], [-5.8386, -3.6823, -6.4561], [7.4723, 6.0658, 9.0497], [8.4639, 5.6335, 9.8876], [8.6279, 4.2899, 9.6821], [7.6968, 3.8983, 8.6804], [6.9986, 5.0166, 8.3110], [7.1384, 7.0092, 8.9872], [8.9660, 6.3127, 10.5549], [9.3347, 3.6572, 10.1923], [7.5554, 2.9088, 8.2787], [6.2108, 5.1483, 7.5891], [1.7658, 2.5707, -6.2956], [1.0136, 1.6286, -6.9507], [0.1444, 1.0825, -6.0435], [0.3784, 1.7165, -4.7909], [1.3812, 2.6269, -4.9787], [2.4844, 3.1299, -6.7130], [1.1602, 1.4310, -7.9994], [-0.5851, 0.3134, -6.2445], [-0.1503, 1.5299, -3.8651], [1.8471, 3.3051, -4.2840], [-1.1513, -3.0733, 2.5360], [0.0894, -2.5098, 2.6609], [-0.0748, -1.1539, 2.7439], [-1.4690, -0.8872, 2.6584], [-2.1058, -2.0923, 2.5337], [-1.3348, -4.0542, 2.4406], [0.9818, -3.1109, 2.6677], [0.7203, -0.4333, 2.8338], [-1.9441, 0.0800, 2.6652], [-3.1492, -2.3394, 2.4342]],
  "atomic_forces_ev_per_a": [[-0.016, 0.081, 0.041], [0.239, 0.043, -0.004], [0.121, 0.091, 0.289], [-0.081, 0.117, -0.130], [-0.010, 0.178, -0.081], [-0.268, -0.346, 0.227], [-0.324, -0.043, 0.106], [0.145, 0.191, -0.149], [-0.033, -0.050, 0.050], [0.009, -0.001, -0.011], [-0.012, -0.028, -0.001], [0.110, -0.136, 0.036], [-0.161, -0.097, -0.324], [0.012, -0.032, 0.054], [0.003, -0.054, -0.013], [0.059, 0.028, -0.008], [-0.005, -0.075, -0.014], [0.133, 0.040, -0.033], [0.033, -0.069, 0.022], [-0.041, 0.008, -0.021], [0.050, 0.050, 0.059], [0.052, -0.020, -0.002], [-0.037, 0.000, -0.042], [0.030, -0.007, 0.065], [-0.060, -0.032, -0.015], [-0.003, 0.006, -0.017], [-0.093, 0.005, -0.010], [-0.021, -0.012, -0.005], [0.023, -0.001, 0.005], [0.005, 0.001, 0.001], [-0.002, 0.035, -0.020], [0.015, -0.003, 0.123], [0.093, -0.056, -0.069], [-0.055, 0.023, 0.079], [0.011, -0.014, -0.039], [0.013, -0.007, 0.010], [-0.036, 0.082, -0.130], [-0.021, 0.011, -0.040], [-0.001, -0.008, 0.008], [-0.001, -0.003, 0.003], [-0.003, 0.001, -0.001], [0.021, -0.017, 0.007], [-0.011, 0.013, -0.009], [-0.028, 0.012, 0.024], [0.020, 0.006, 0.015], [0.008, -0.012, -0.004], [0.021, 0.017, -0.007], [0.003, 0.001, 0.000], [-0.007, -0.022, 0.005], [-0.005, -0.006, 0.002], [-0.003, 0.001, -0.001], [-0.107, 0.041, 0.074], [-0.210, -0.096, -0.040], [-0.229, -0.141, 0.036], [-0.084, -0.093, -0.074], [0.018, -0.040, -0.004], [0.266, 0.079, -0.086], [0.025, 0.006, -0.010], [0.027, 0.014, 0.002], [0.112, 0.059, 0.010], [0.036, 0.021, -0.001], [0.041, -0.019, 0.015], [-0.006, 0.003, -0.002], [-0.021, 0.004, 0.013], [0.016, -0.011, -0.016], [-0.005, 0.002, -0.005], [-0.092, 0.086, 0.037], [0.002, -0.002, -0.002], [0.000, -0.002, -0.001], [-0.001, -0.001, 0.000], [-0.001, 0.002, 0.001], [-0.003, 0.007, 0.001], [-0.005, 0.004, -0.005], [-0.011, -0.015, -0.012], [0.008, -0.007, 0.018], [-0.002, 0.024, -0.007], [0.001, 0.001, -0.003], [0.001, 0.000, 0.002], [0.001, -0.001, 0.000], [0.000, -0.001, 0.000], [0.010, -0.009, -0.012], [0.069, 0.061, 0.002], [-0.023, -0.026, 0.037], [0.106, -0.036, 0.008], [-0.082, -0.019, 0.027], [0.034, 0.019, -0.012], [-0.003, 0.004, 0.002], [0.006, -0.001, -0.013], [0.251, 0.155, -0.002], [-0.087, 0.039, -0.025], [0.005, 0.002, 0.011], [-0.006, -0.019, 0.000], [0.001, 0.000, 0.006], [-0.015, 0.026, -0.017], [0.026, 0.000, 0.045], [-0.010, -0.010, -0.009], [-0.003, 0.000, -0.010], [0.038, -0.006, 0.002], [0.010, 0.013, 0.001], [0.006, 0.000, -0.009], [0.000, -0.007, -0.003]],
  "mulliken_charge": [-1.416, 0.453, -0.531, -0.250, -0.037, -0.034, -0.981, -1.232, 0.144, 0.299, 0.408, 0.155, 0.370, 0.018, 0.019, 0.172, 0.538, 0.059, 0.278, 0.348, 0.359, 0.131, -0.580, -0.411, -0.658, -0.401, 0.208, 0.426, 0.417, 0.423, 0.451, 0.184, -0.357, -0.557, -0.399, -0.613, 0.223, 0.322, 0.425, 0.387, 0.395, 0.024, -0.552, -0.425, -0.653, -0.400, 0.211, 0.365, 0.584, 0.400, 0.450, 0.309, -0.550, -0.775, -1.244, -0.188, 0.091, 0.402, 0.384, 0.724, 0.472, 0.068, -0.383, -0.541, -0.599, -0.324, 0.362, 0.340, 0.380, 0.380, 0.379, -0.018, -0.437, -0.744, -0.070, -0.511, 0.183, 0.369, 0.376, 0.394, 0.462, 0.017, -0.899, -0.161, -0.021, -1.001, 0.155, 0.401, 0.746, 0.424, 0.472, 0.019, -0.789, -0.237, -0.489, -0.580, 0.198, 0.474, 0.627, 0.442, 0.348],
  "orbital_gap_ev": 5.78,
  "max_force_ev_per_a": 0.49,
  "charge": -1
}

***

| no. | energy (eV) |
| --- | --- |
| 1 | -70671.7328 |
| 2 | -63974.6244 |